1.
{"formula": "C2H5NO3", "method": "ωB97M-V/def2-TZVPD", "symbols": ["N", "C", "O", "O", "H", "H", "H", "C", "O", "H", "H"], "coordinates": [[-0.162, 1.568, -1.131], [-1.265, 0.777, -0.900], [-2.388, 1.184, -0.805], [-0.988, -0.546, -0.833], [0.730, 1.257, -0.783], [-0.334, 2.556, -1.051], [-0.074, -0.716, -1.091], [1.117, -1.523, 1.654], [1.438, -1.190, 0.548], [1.247, -2.554, 2.015], [0.679, -0.812, 2.376]], "forces_ev_per_angstrom": [[0.09, 0.03, 0.04], [0.10, -0.07, -0.11], [-0.12, 0.07, 0.05], [-0.14, 0.00, -0.10], [0.02, -0.03, 0.00], [-0.05, 0.00, 0.01], [0.03, -0.05, 0.15], [-0.06, 0.02, 0.30], [0.11, 0.08, -0.21], [0.02, -0.08, -0.06], [-0.01, 0.03, -0.07]], "e_above_lowest_ev": 0.648, "smiles": "NC(=O)O.C=O", "energy_ha": -359.6855, "charge": 0, "spin_multiplicity": 1}

2.
{"formula": "C30H61F9N6O8P2S", "method": "ωB97M-V/def2-TZVPD", "symbols": ["C", "C", "C", "C", "C", "C", "C", "O", "C", "C", "C", "C", "O", "C", "C", "F", "F", "C", "F", "F", "C", "F", "F", "C", "F", "F", "O", "C", "O", "C", "S", "O", "O", "F", "H", "H", "H", "H", "H", "H", "H", "H", "H", "H", "H", "H", "H", "H", "H", "H", "H", "H", "H", "H", "H", "H", "H", "H", "H", "C", "N", "C", "P", "O", "N", "C", "C", "N", "C", "C", "H", "H", "H", "H", "H", "H", "H", "H", "H", "H", "H", "H", "H", "H", "H", "H", "H", "H", "C", "N", "C", "P", "O", "N", "C", "C", "N", "C", "C", "H", "H", "H", "H", "H", "H", "H", "H", "H", "H", "H", "H", "H", "H", "H", "H", "H", "H"], "coordinates": [[-5.070, 6.606, 1.607], [-4.592, 7.655, 0.420], [-3.413, 8.607, 1.043], [-4.163, 6.777, -0.894], [-3.322, 7.590, -2.039], [-3.869, 9.096, -2.377], [-1.678, 7.625, -1.768], [-1.168, 6.427, -1.083], [0.275, 6.230, -1.294], [1.033, 4.988, -0.487], [1.547, 3.686, -1.346], [1.207, 2.269, -0.531], [2.383, 1.402, -0.354], [1.987, -0.041, -0.340], [2.671, -0.824, 0.939], [4.113, -1.049, 0.550], [2.673, 0.110, 2.087], [2.051, -2.309, 1.245], [3.140, -3.350, 1.344], [1.247, -2.694, 0.031], [1.024, -2.392, 2.519], [0.669, -3.853, 2.670], [1.655, -2.021, 3.835], [-0.428, -1.628, 2.269], [-1.520, -2.645, 2.033], [-0.785, -0.984, 3.587], [2.321, 5.459, 0.116], [2.531, 6.814, -0.420], [3.706, 7.322, -0.801], [1.021, 7.460, -0.441], [0.585, 7.595, 1.413], [-0.071, 9.007, 1.670], [1.833, 7.527, 2.327], [-0.649, 6.442, 1.861], [-5.812, 5.813, 1.152], [-5.611, 7.270, 2.425], [-4.084, 6.092, 2.023], [-5.515, 8.338, 0.195], [-2.381, 8.075, 0.893], [-3.597, 8.631, 2.222], [-3.461, 9.710, 0.645], [-5.183, 6.411, -1.396], [-3.631, 5.799, -0.492], [-3.443, 6.961, -3.047], [-2.923, 9.728, -2.738], [-4.600, 9.023, -3.289], [-4.316, 9.684, -1.470], [-1.191, 7.679, -2.855], [-1.401, 8.632, -1.240], [0.605, 6.324, -2.426], [0.193, 4.613, 0.239], [2.722, 3.751, -1.417], [1.122, 3.637, -2.443], [0.322, 1.773, -1.132], [0.831, 2.543, 0.569], [0.826, -0.157, -0.252], [2.400, -0.482, -1.363], [-0.397, -0.814, 1.429], [0.919, 8.551, -0.856], [-4.458, -1.995, -1.421], [-5.137, -1.456, -0.263], [-4.153, -0.864, 0.651], [-6.600, -1.918, 0.486], [-7.015, -0.432, 0.620], [-7.845, -2.204, -0.696], [-7.626, -2.034, -2.130], [-9.122, -1.529, -0.397], [-6.123, -3.626, 0.333], [-5.099, -4.087, 1.263], [-6.388, -4.589, -0.715], [-3.927, -2.927, -1.205], [-3.715, -1.285, -1.808], [-5.115, -2.161, -2.268], [-3.689, -1.621, 1.278], [-4.621, -0.122, 1.310], [-3.359, -0.326, 0.116], [-7.249, -1.037, -2.376], [-8.553, -2.194, -2.694], [-6.953, -2.789, -2.534], [-9.098, -0.470, -0.683], [-9.361, -1.596, 0.670], [-9.952, -1.997, -0.938], [-4.098, -4.007, 0.830], [-5.258, -5.128, 1.565], [-5.122, -3.493, 2.183], [-5.776, -4.412, -1.602], [-7.443, -4.617, -1.001], [-6.168, -5.613, -0.389], [6.689, -4.848, 1.014], [6.395, -5.718, -0.104], [4.956, -5.681, -0.388], [7.182, -7.130, -0.654], [7.073, -6.635, -2.117], [8.909, -6.919, -0.665], [9.555, -5.670, -0.271], [9.555, -7.329, -1.927], [7.307, -7.699, 1.028], [6.075, -8.201, 1.625], [8.361, -7.526, 2.007], [6.371, -5.268, 1.973], [6.181, -3.881, 0.905], [7.737, -4.578, 1.087], [4.404, -6.345, 0.270], [4.749, -5.986, -1.422], [4.538, -4.670, -0.289], [9.178, -4.812, -0.837], [10.641, -5.720, -0.418], [9.455, -5.476, 0.796], [9.458, -6.558, -2.702], [9.119, -8.260, -2.307], [10.624, -7.516, -1.781], [5.545, -7.416, 2.171], [6.261, -9.031, 2.315], [5.406, -8.590, 0.849], [8.377, -6.516, 2.422], [9.348, -7.771, 1.606], [8.238, -8.206, 2.859]], "forces_ev_per_angstrom": [[0.31, 0.83, -0.73], [-0.22, -0.16, 0.64], [-0.52, -0.80, 0.81], [-0.98, 0.19, 0.27], [0.33, -1.14, -0.34], [1.18, 0.06, -0.44], [-0.52, 1.07, -1.74], [1.54, -0.11, -1.02], [0.96, 2.08, 1.39], [-1.32, -1.80, -1.31], [0.61, -0.64, 0.07], [-1.08, 1.28, 0.44], [-2.12, -1.54, -0.43], [0.29, 0.37, -0.33], [2.75, 1.80, -0.82], [-4.09, 0.63, 1.43], [-0.20, -3.30, -2.99], [0.77, -1.99, -1.04], [-3.82, 3.64, -0.08], [2.20, 1.16, 3.61], [-0.32, -3.12, 2.32], [1.33, 4.41, -0.51], [-1.96, -0.96, -4.78], [-1.81, -0.40, 2.59], [3.71, 3.31, 0.48], [1.06, -1.84, -4.20], [-1.27, 3.38, -2.11], [4.89, 1.50, -0.69], [-8.27, -3.61, 2.70], [1.69, -0.95, -1.49], [0.51, 6.12, 5.61], [1.70, -5.93, -2.05], [-4.49, -1.40, -3.94], [2.71, 1.76, -1.23], [1.49, 1.50, 1.09], [1.19, -1.71, -1.51], [-2.25, 0.96, -0.68], [1.67, -1.31, 0.17], [-1.92, 1.37, 0.20], [0.48, 0.16, -2.56], [0.39, -2.26, 0.67], [2.21, 0.75, 1.02], [-0.76, 2.10, -1.08], [0.29, 1.31, 2.22], [-2.07, -1.25, 0.64], [1.23, 0.32, 1.97], [0.71, -1.40, -1.78], [-0.87, -0.11, 2.21], [-0.41, -2.01, -0.51], [-0.75, -0.18, 2.23], [2.06, 0.93, -0.63], [-2.43, -0.02, 0.10], [0.67, 0.14, 2.27], [1.86, 0.58, 1.29], [0.62, -0.54, -2.36], [2.19, 0.20, -0.29], [-0.99, 0.49, 2.47], [-0.40, -1.74, 1.73], [0.26, -2.21, 1.04], [0.00, -0.74, 0.02], [2.27, 1.07, 0.15], [-0.44, 0.76, 0.20], [-0.25, 1.11, -8.12], [-0.22, -1.29, 4.50], [-1.62, -0.66, -0.57], [0.39, -0.38, 0.01], [0.09, 0.05, 0.45], [0.00, 0.35, 2.47], [0.11, 0.30, 0.28], [-1.27, -0.57, 0.07], [0.19, -0.21, -0.11], [-0.14, 0.07, 0.43], [-0.21, -0.15, 0.15], [0.34, -0.14, 0.12], [-0.09, -0.23, -0.14], [-0.20, -0.19, -0.14], [0.06, 0.10, -0.09], [-0.05, 0.13, 0.40], [0.18, 0.09, 0.06], [-0.02, -0.06, 0.16], [0.08, 0.11, -0.21], [0.27, -0.19, -0.07], [0.13, -0.08, -0.04], [-0.07, 0.11, -0.08], [0.11, -0.06, -0.15], [0.02, 0.21, -0.01], [0.21, 0.30, -0.06], [0.13, 0.22, 0.29], [0.16, -0.34, 0.61], [-2.05, 1.26, 0.14], [0.04, 0.24, -0.94], [4.68, 6.64, 1.41], [-2.18, -4.14, -0.45], [1.75, -0.62, -0.08], [-0.21, -0.03, 0.51], [-0.35, -0.27, -0.12], [-1.53, -1.70, -0.99], [-0.30, 0.00, -0.28], [1.06, -0.88, -0.16], [-0.04, 0.06, 0.29], [-0.18, -0.37, -0.24], [0.11, -0.28, -0.03], [-0.34, -0.04, 0.29], [0.21, -0.07, 0.19], [0.30, -0.18, 0.12], [-0.02, 0.14, -0.02], [-0.23, -0.26, -0.25], [-0.19, 0.08, -0.02], [-0.06, -0.16, 0.00], [0.03, 0.24, 0.01], [-0.12, 0.06, 0.31], [-0.05, 0.05, 0.14], [0.08, 0.08, -0.10], [0.02, 0.13, 0.14], [-0.07, 0.12, -0.16], [-0.20, 0.29, -0.13], [-0.33, -0.05, -0.20]], "smiles": "CC(C)C[C@@H](C)CO[C@@H]1[C@@H](CCOCC(F)(F)C(F)(F)C(F)(F)C(F)F)OC(=O)[C@@H]1S(=O)(=O)F.CN(C)P(=O)(N(C)C)N(C)C.CN(C)P(=O)(N(C)C)N(C)C", "energy_ha": -4089.0296, "charge": 0, "spin_multiplicity": 1}

3.
{"formula": "C15H28O9S2", "method": "ωB97M-V/def2-TZVPD", "symbols": ["C", "C", "C", "C", "C", "C", "C", "C", "O", "O", "C", "O", "H", "H", "H", "H", "H", "H", "H", "H", "H", "H", "H", "H", "C", "C", "O", "S", "C", "O", "O", "H", "H", "H", "H", "H", "H", "H", "H", "C", "C", "O", "S", "C", "O", "O", "H", "H", "H", "H", "H", "H", "H", "H"], "coordinates": [[-1.485, 0.190, 2.244], [-1.584, -0.556, 0.915], [-0.715, 0.138, -0.148], [-1.096, -2.000, 1.070], [-2.066, -2.920, 1.861], [-1.466, -3.473, 3.107], [-0.577, -4.454, 3.241], [-0.259, -4.582, 4.685], [0.716, -4.962, 5.242], [-1.334, -3.997, 5.371], [-1.789, -3.016, 4.502], [-2.273, -2.001, 4.877], [-2.011, -0.319, 3.054], [-0.434, 0.288, 2.528], [-1.912, 1.191, 2.152], [-2.622, -0.587, 0.569], [-1.046, -0.202, -1.132], [-0.751, 1.220, -0.069], [0.302, -0.246, -0.030], [-0.947, -2.411, 0.068], [-0.110, -1.984, 1.543], [-2.984, -2.378, 2.088], [-2.300, -3.782, 1.234], [-0.137, -5.057, 2.461], [4.896, -4.161, -1.455], [5.087, -2.732, -0.994], [4.703, -1.766, -2.005], [3.153, -1.484, -2.192], [3.306, -0.017, -3.147], [2.588, -1.166, -0.914], [2.566, -2.513, -2.992], [3.841, -4.405, -1.571], [5.330, -4.838, -0.719], [5.385, -4.321, -2.416], [4.533, -2.523, -0.078], [6.136, -2.518, -0.805], [3.786, 0.746, -2.542], [2.296, 0.285, -3.416], [3.887, -0.240, -4.038], [-2.659, 6.064, -3.489], [-1.458, 5.909, -2.582], [-1.831, 5.711, -1.195], [-2.320, 4.261, -0.774], [-2.200, 4.477, 0.966], [-1.353, 3.301, -1.217], [-3.692, 4.090, -1.140], [-3.222, 5.136, -3.567], [-2.324, 6.351, -4.486], [-3.330, 6.833, -3.106], [-0.816, 5.085, -2.895], [-0.857, 6.815, -2.569], [-1.160, 4.644, 1.228], [-2.568, 3.558, 1.419], [-2.823, 5.319, 1.255]], "forces_ev_per_angstrom": [[-0.21, -0.06, -0.08], [0.37, 0.08, 0.08], [-0.23, -0.90, 0.19], [-0.22, 0.11, -0.15], [0.45, 0.12, -0.07], [-0.21, -0.18, -0.01], [-0.02, -0.03, -0.03], [-0.20, -0.10, -0.08], [-0.14, -0.43, 0.01], [0.72, 0.70, 0.16], [-0.06, -0.26, -0.09], [-0.45, 0.05, 0.02], [0.02, 0.00, 0.00], [-0.02, 0.03, 0.03], [0.06, 0.02, 0.03], [-0.03, 0.09, 0.11], [0.05, 0.31, -0.11], [0.04, 0.02, -0.17], [0.14, 0.41, -0.01], [0.01, -0.08, 0.05], [-0.01, -0.02, 0.00], [-0.04, -0.09, 0.04], [-0.23, 0.06, 0.01], [0.24, 0.10, 0.06], [-0.10, 0.03, -0.10], [0.10, -0.14, 0.21], [0.00, -0.05, -0.04], [0.14, 0.23, -0.06], [0.01, 0.03, -0.04], [-0.09, -0.15, 0.06], [-0.07, -0.04, 0.06], [0.00, 0.01, 0.01], [0.02, 0.01, 0.01], [0.04, -0.01, 0.03], [-0.05, 0.04, -0.04], [0.00, 0.06, -0.08], [0.00, 0.00, 0.01], [-0.01, -0.01, 0.01], [-0.01, -0.01, -0.01], [-0.09, -0.07, 0.08], [0.11, 0.06, -0.25], [-0.03, 0.01, 0.03], [0.03, 0.08, 0.03], [0.02, 0.01, 0.04], [-0.02, 0.01, -0.05], [-0.02, -0.04, 0.00], [0.01, -0.01, 0.00], [0.02, 0.02, 0.01], [0.03, 0.04, -0.03], [-0.03, -0.05, 0.06], [-0.03, 0.02, 0.09], [0.00, 0.00, 0.00], [-0.01, -0.01, -0.02], [-0.01, -0.01, 0.00]], "e_above_lowest_ev": 0.000, "smiles": "CC(C)CCC1=CC(=O)OC1=O.CCOS(C)(=O)=O.CCOS(C)(=O)=O", "energy_ha": -2061.8630, "charge": 0, "spin_multiplicity": 1}

4.
{"formula": "C22H31N3O3S", "method": "ωB97M-V/def2-TZVPD", "symbols": ["C", "O", "C", "C", "C", "C", "C", "O", "N", "C", "C", "N", "C", "C", "C", "C", "S", "C", "C", "O", "C", "C", "C", "N", "C", "C", "C", "C", "C", "H", "H", "H", "H", "H", "H", "H", "H", "H", "H", "H", "H", "H", "H", "H", "H", "H", "H", "H", "H", "H", "H", "H", "H", "H", "H", "H", "H", "H", "H", "H"], "coordinates": [[2.850, 5.427, 0.284], [2.229, 4.445, -0.507], [2.099, 3.190, -0.002], [2.533, 2.789, 1.250], [2.348, 1.484, 1.683], [1.730, 0.565, 0.853], [1.505, -0.858, 1.217], [1.431, -1.747, 0.389], [1.392, -1.105, 2.551], [1.059, -2.417, 3.047], [-0.322, -2.476, 3.601], [-0.678, -3.157, 4.628], [-2.005, -3.040, 4.901], [-2.591, -3.773, 6.060], [-2.696, -2.221, 4.054], [-4.144, -1.888, 4.090], [-1.625, -1.577, 2.848], [1.309, 0.957, -0.420], [1.473, 2.253, -0.867], [1.107, 2.777, -2.062], [0.474, 2.042, -3.098], [1.322, 0.917, -3.696], [0.585, 0.330, -4.900], [-0.704, -0.175, -4.475], [-1.326, -1.116, -5.394], [-2.356, -1.972, -4.654], [-1.951, -0.480, -6.644], [-1.542, 0.909, -4.009], [-0.923, 1.522, -2.753], [2.842, 6.335, -0.317], [3.886, 5.160, 0.519], [2.301, 5.604, 1.215], [3.025, 3.489, 1.905], [2.726, 1.199, 2.654], [1.324, -0.332, 3.193], [1.147, -3.093, 2.187], [1.763, -2.735, 3.823], [-1.805, -4.326, 6.565], [-3.358, -4.469, 5.722], [-3.050, -3.077, 6.761], [-4.422, -1.511, 5.075], [-4.743, -2.777, 3.891], [-4.382, -1.135, 3.344], [0.855, 0.194, -1.029], [0.358, 2.817, -3.871], [2.291, 1.313, -4.004], [1.489, 0.124, -2.970], [0.491, 1.109, -5.680], [1.168, -0.496, -5.312], [-0.518, -1.784, -5.720], [-3.265, -1.413, -4.449], [-2.620, -2.836, -5.259], [-1.936, -2.317, -3.713], [-1.221, 0.132, -7.168], [-2.294, -1.258, -7.320], [-2.801, 0.142, -6.376], [-1.659, 1.700, -4.773], [-2.530, 0.518, -3.766], [-1.540, 2.345, -2.390], [-0.875, 0.758, -1.980]], "forces_ev_per_angstrom": [[0.12, 0.16, 0.17], [-0.16, -0.43, -0.09], [-0.04, 0.03, -0.15], [0.02, 0.29, -0.09], [-0.15, -0.29, -0.11], [0.13, 0.38, -0.11], [0.14, 0.00, 0.19], [-0.12, -0.07, -0.26], [0.00, 0.02, 0.29], [0.39, -0.29, -0.19], [-0.47, 0.59, -0.50], [0.75, -0.37, 0.25], [-0.64, 0.39, -0.35], [-0.04, 0.08, -0.07], [0.43, -0.06, -0.11], [-0.03, -0.04, 0.03], [0.15, -0.52, 0.67], [-0.05, -0.01, -0.10], [0.10, 0.22, 0.12], [0.15, 0.05, 0.32], [-0.24, -0.38, -0.34], [-0.02, 0.29, -0.05], [0.15, -0.01, 0.15], [0.13, 0.02, 0.01], [-0.26, -0.18, -0.10], [0.28, 0.09, -0.15], [0.28, -0.12, 0.25], [0.02, -0.01, 0.24], [0.10, 0.25, -0.10], [0.02, -0.04, 0.08], [-0.05, 0.00, 0.00], [0.03, -0.02, -0.03], [0.04, 0.10, 0.01], [0.04, -0.04, 0.08], [-0.02, 0.02, -0.13], [0.04, 0.08, 0.24], [-0.13, -0.02, -0.10], [-0.01, -0.05, 0.07], [-0.08, -0.09, 0.07], [-0.06, -0.03, 0.12], [-0.08, 0.06, 0.01], [-0.10, 0.02, -0.03], [-0.15, 0.05, 0.01], [-0.02, -0.01, -0.09], [-0.02, -0.20, 0.08], [0.03, 0.02, 0.01], [0.04, -0.04, -0.01], [0.03, -0.06, -0.02], [-0.03, 0.06, -0.04], [-0.06, 0.07, 0.04], [-0.14, 0.05, 0.03], [-0.11, -0.09, -0.06], [0.02, -0.07, 0.10], [0.03, 0.09, -0.12], [-0.07, -0.05, -0.11], [-0.12, 0.08, 0.00], [-0.07, -0.06, 0.01], [-0.04, 0.07, -0.05], [0.00, 0.03, 0.03], [-0.06, -0.02, 0.02]], "e_above_lowest_ev": 2.707, "smiles": "COc1ccc(C(=O)NCc2nc(C)c(C)s2)cc1OC1CCN(C(C)C)CC1", "energy_ha": -1645.1011, "charge": 0, "spin_multiplicity": 1}

5.
{"formula": "C3H6O2", "method": "ωB97M-V/def2-TZVPD", "symbols": ["C", "O", "C", "C", "O", "H", "H", "H", "H", "H", "H"], "coordinates": [[1.489, -0.909, -0.241], [0.712, 0.224, -0.011], [-0.578, 0.096, -0.245], [-1.384, 1.020, 0.546], [-1.007, -0.684, -1.072], [1.527, -1.671, 0.487], [1.031, -1.291, -1.348], [2.713, -0.560, -0.226], [-2.255, 0.928, 0.435], [-1.097, 0.752, 1.434], [-1.151, 2.095, 0.241]], "forces_ev_per_angstrom": [[3.18, 0.45, -5.03], [1.01, 0.57, 2.16], [-1.14, -0.89, -2.78], [10.71, 4.35, -3.26], [-0.12, 0.09, 0.66], [-0.99, -0.77, 1.10], [2.10, 0.43, 3.08], [-3.63, -0.71, -0.65], [-12.71, -1.80, -1.83], [1.40, -0.39, 5.69], [0.19, -1.33, 0.86]], "e_above_lowest_ev": 3.094, "smiles": "COC(C)=O", "energy_ha": -268.2915, "charge": 0, "spin_multiplicity": 1}

Number 1: orbital gap 10.68 eV. Number 2: orbital gap 6.37 eV. Number 3: orbital gap 10.11 eV. Number 4: orbital gap 8.77 eV. Number 5: orbital gap 11.21 eV.